Record 1
This record from the Open Molecules 2025 dataset describes a 8-piece molecular cluster, C29H42F7O28P2S2Si overall. The level of theory is ωB97M-V/def2-TZVPD.

E_tot   -155229.36756 eV
Orbital gap   0.279 hartree
LUMO   1.617 eV

```
! wB97M-V def2-TZVPD RIJCOSX def2/J DEFGRID3
* xyz -1 1
C 5.11633 2.72632 1.26947
Si 4.78545 0.98974 0.50794
C 5.80643 0.90059 -1.15646
C 5.60919 -0.30804 1.72913
C 2.93032 0.52006 0.30701
C 2.89105 -0.06059 -1.24838
C 1.44662 -0.71835 -1.67332
O 0.69335 0.01216 -2.53832
O 2.82031 -0.64438 1.24752
P 1.38574 -0.40585 2.26791
S -0.62151 -0.00348 3.01240
C -1.80660 -0.38332 1.56246
O -1.02519 -0.89870 4.20841
O -0.71927 1.51427 3.30410
O 1.42740 1.33929 2.07997
C 1.75139 1.60711 0.64082
P 1.89594 3.41462 0.04537
O 2.99903 3.63361 -1.28889
O 0.29814 3.88126 -0.57546
S 2.22600 4.68145 1.53765
H 4.97608 3.51425 0.41058
H 6.27532 2.76370 1.55053
H 4.53101 2.96399 2.25481
H 5.74740 -0.15544 -1.67416
H 5.40459 1.73797 -1.87983
H 6.94970 1.06009 -0.85351
H 5.40792 -1.42266 1.40728
H 5.25473 -0.10066 2.84963
H 6.76762 -0.13632 1.72136
H 3.69635 -0.92212 -1.31029
H 3.13238 0.85712 -1.95203
H 0.99051 -1.71838 -1.26858
H 0.68813 -0.71443 1.03899
H 1.32316 -1.75579 2.76863
H 2.08886 -0.13128 3.49478
H -1.48918 0.34038 0.68717
H -1.48605 -1.47318 1.20267
H -2.93467 -0.31098 1.86564
H 0.72046 1.27416 0.13956
H 3.06878 4.61048 -1.50310
H -0.37058 3.39295 0.02190
C -4.14630 -2.45636 4.62412
C -4.36874 -2.82752 3.19778
O -4.20682 -4.22775 3.19254
C -4.58279 -4.63278 4.43805
O -4.84149 -5.78771 4.73313
O -4.64234 -3.58498 5.31557
F -3.41744 -2.28585 2.40451
H -3.08701 -2.31927 4.86596
H -4.69090 -1.55190 4.90833
H -5.36288 -2.57041 2.81687
C 9.05777 -1.84815 4.29495
C 8.74260 -0.96830 5.45608
O 8.91473 0.33220 4.94037
C 8.62675 0.22805 3.61263
O 8.39756 1.18006 2.88529
O 8.61831 -1.07504 3.19626
F 9.63400 -1.15140 6.45585
H 10.12986 -2.04718 4.19295
H 8.52653 -2.80268 4.34014
H 7.72306 -1.08009 5.84023
C -8.77785 -1.13691 6.05354
C -8.70316 -2.25174 5.06699
O -7.87815 -1.73496 4.04759
C -7.05251 -0.85033 4.67404
O -6.02647 -0.40752 4.18512
O -7.51046 -0.52518 5.92145
F -9.92048 -2.51103 4.53920
H -9.55926 -0.40873 5.81157
H -8.93592 -1.49486 7.07446
H -8.26457 -3.17356 5.46374
C 1.31520 -0.94568 -5.50432
C 2.66329 -0.63149 -6.05716
O 2.81379 -1.56043 -7.10659
C 1.54764 -1.80846 -7.54480
O 1.28415 -2.34283 -8.60917
O 0.60756 -1.37805 -6.64898
F 3.62763 -0.86610 -5.13919
H 1.33817 -1.75354 -4.76525
H 0.83629 -0.07195 -5.05418
H 2.76145 0.38633 -6.44949
C -8.67782 -0.12739 1.73985
C -8.61611 -0.44763 0.28543
O -9.97129 -0.49402 -0.09956
C -10.60936 0.36399 0.74504
O -11.73193 0.80214 0.55602
O -9.83447 0.68038 1.82713
F -8.07389 -1.66942 0.08323
H -8.80878 -1.01741 2.36443
H -7.79350 0.41567 2.08405
H -8.08768 0.29926 -0.31659
C -3.08789 5.77570 -0.38630
C -3.38725 4.45815 -1.01570
O -4.76630 4.28612 -0.78005
C -5.27725 5.54823 -0.72822
O -6.46564 5.80953 -0.81376
O -4.29424 6.48743 -0.57632
F -2.72080 3.46221 -0.38992
H -2.87895 5.69537 0.68575
H -2.25085 6.28686 -0.86948
H -3.19012 4.41991 -2.09236
C 4.11220 -2.54753 -10.60413
C 4.90110 -1.97078 -9.47866
O 6.07231 -1.49880 -10.10506
C 5.69122 -1.17744 -11.37320
O 6.35074 -0.48629 -12.13163
O 4.47502 -1.71801 -11.68958
F 5.24933 -2.93037 -8.59232
H 4.39017 -3.58255 -10.82963
H 3.03504 -2.50544 -10.42149
H 4.40355 -1.14534 -8.95846
*
```

***

Record 2
This record from the Open Molecules 2025 dataset describes the molecule C10H11NO. The level of theory is ωB97M-V/def2-TZVPD.

E_tot   -14080.96781 eV
ΔE to the lowest compared entry with this formula, charge and spin   542.3 kJ/mol
Orbital gap (spin up / spin down)   0.289 / 0.223 hartree
LUMO (spin up / spin down)   -0.162 / -0.248 eV

```
! wB97M-V def2-TZVPD RIJCOSX def2/J DEFGRID3
* xyz 0 1
C -0.25753 -0.36286 -2.89021
C -0.00638 -1.68842 -2.62013
C -0.32395 0.59402 -1.91217
C 0.18689 -2.03764 -1.32962
C -0.49548 0.15408 -0.55528
C -0.25755 -1.21052 -0.35968
C -0.67745 1.05470 0.53700
C 0.42237 -0.08364 2.36027
C -1.40196 2.33962 0.36300
C 1.72288 -0.38435 1.75605
N -0.48201 0.61867 1.78039
O 0.12022 -0.72124 3.56682
H -0.19155 -0.14774 -3.84953
H 0.13631 -2.34648 -3.39484
H -0.08195 1.66838 -1.97283
H 0.68547 -3.06190 -1.13310
H -0.92475 2.78331 -0.52889
H -1.40548 2.73475 1.39894
H -2.32916 1.97129 -0.00877
H 2.22418 -1.26829 2.13721
H 2.47615 0.33435 2.15245
H 1.64128 -0.19829 0.68725
H -0.78054 -0.74180 3.81568
*
```

***

Record 3
This record from the Open Molecules 2025 dataset describes a 8-piece molecular cluster, C37H62N2O11 overall. The level of theory is ωB97M-V/def2-TZVPD.

E_tot   -64872.08037 eV
ΔE to the lowest compared entry with this formula, charge and spin   269.2 kJ/mol
Orbital gap   0.328 hartree
LUMO   -0.315 eV

```
! wB97M-V def2-TZVPD RIJCOSX def2/J DEFGRID3
* xyz 0 1
O 0.75125 2.10984 2.07413
N 1.17748 2.27815 3.13643
O 2.42329 1.61768 3.28667
C 2.97355 1.90626 4.56169
N 4.03780 2.88990 4.45442
C 3.71123 4.23027 4.83768
O 3.30171 4.53471 5.92507
C 4.03261 5.11151 3.68976
C 3.79620 6.46115 3.51084
C 4.18367 7.01669 2.30012
C 4.79223 6.23513 1.30917
C 5.04786 4.88534 1.50473
C 4.65016 4.34457 2.71205
C 4.76473 2.95305 3.21547
O 5.39748 2.04528 2.75684
H 2.19905 2.30126 5.21947
H 3.34734 0.97007 4.96998
H 3.32966 7.05574 4.28400
H 4.01950 8.07054 2.11205
H 5.08064 6.68438 0.36801
H 5.53237 4.27368 0.75799
C 9.98126 3.35124 2.12581
C 10.10144 4.83966 2.44779
C 9.19956 5.45527 1.38630
O 8.17243 4.49752 1.12896
C 8.51572 3.24173 1.72740
H 10.23644 2.70022 2.96041
H 10.62665 3.09533 1.28265
H 9.70595 5.04176 3.44551
H 11.12133 5.21862 2.40232
H 9.75174 5.64162 0.45849
H 8.73752 6.39054 1.70649
H 7.87718 3.07786 2.59964
H 8.32159 2.44463 1.00979
C 0.28416 -0.85243 -2.28692
C 0.49105 -0.46000 -0.82850
C -0.15243 0.91935 -0.78017
O -1.20629 0.90043 -1.74946
C -1.08965 -0.26311 -2.56911
H 0.32427 -1.92782 -2.45755
H 1.03867 -0.37442 -2.91653
H -0.05009 -1.15323 -0.18067
H 1.53593 -0.44787 -0.52011
H 0.56418 1.70124 -1.05508
H -0.57119 1.16348 0.19297
H -1.88226 -0.96855 -2.29298
H -1.22643 0.01869 -3.61425
C 1.20139 -5.70800 -0.97126
C 1.40444 -5.33007 0.49459
C 0.76123 -3.95145 0.54615
O -0.29317 -3.96042 -0.42064
C -0.17420 -5.11902 -1.25085
H 1.24474 -6.77943 -1.15941
H 1.95549 -5.22088 -1.59321
H 0.86453 -6.02503 1.14115
H 2.44811 -5.31740 0.80417
H 1.47811 -3.16956 0.27323
H 0.34479 -3.71157 1.52511
H -0.96902 -5.82572 -0.98725
H -0.30873 -4.82149 -2.29216
C -4.93964 -1.91932 -1.04182
C -4.01647 -3.07814 -1.41487
C -4.82708 -4.27731 -0.94878
O -6.20060 -3.91844 -1.09967
C -6.31016 -2.51353 -1.34515
H -4.74403 -1.00472 -1.59945
H -4.84901 -1.69455 0.02290
H -3.87951 -3.11064 -2.49903
H -3.03274 -3.03048 -0.94808
H -4.63251 -4.50235 0.10544
H -4.63177 -5.17788 -1.53485
H -6.58277 -2.35875 -2.39494
H -7.10480 -2.10690 -0.71870
C 2.52072 12.64114 2.75994
C 1.83066 12.03601 1.53907
C 2.83297 10.97006 1.11767
O 3.47165 10.52476 2.31755
C 3.15542 11.41118 3.39446
H 1.84225 13.15832 3.43626
H 3.29272 13.34619 2.44492
H 0.88593 11.57338 1.83188
H 1.62669 12.75552 0.74795
H 3.59285 11.38223 0.44551
H 2.36563 10.11476 0.62767
H 2.45659 10.90927 4.07205
H 4.06898 11.63632 3.94520
C -4.35794 -6.76000 -4.45043
C -5.26671 -7.75688 -5.16649
C -4.41108 -9.01846 -5.14074
O -3.62697 -8.94856 -3.94685
C -3.71653 -7.63932 -3.38765
H -4.88863 -5.90749 -4.02661
H -3.59770 -6.38175 -5.13775
H -6.18423 -7.90915 -4.59368
H -5.54231 -7.45479 -6.17547
H -3.73737 -9.05782 -6.00357
H -5.00117 -9.93494 -5.12122
H -4.33668 -7.68298 -2.48434
H -2.71704 -7.30475 -3.10374
C -8.38800 -6.37254 -1.08751
C -9.85820 -6.01259 -1.28793
C -10.19733 -6.80394 -2.54486
O -9.37843 -7.97373 -2.51636
C -8.37407 -7.83642 -1.50866
H -8.03322 -6.22195 -0.06949
H -7.76120 -5.77627 -1.74994
H -10.45420 -6.36744 -0.44388
H -10.03439 -4.94409 -1.40397
H -9.96273 -6.22935 -3.44795
H -11.24401 -7.10745 -2.59206
H -8.62338 -8.49634 -0.67010
H -7.41474 -8.15404 -1.92129
*
```

***

Record 4
This record from the Open Molecules 2025 dataset describes a 2-piece molecular cluster, C18H23N2O2 overall. The level of theory is ωB97M-V/def2-TZVPD.

E_tot   -26106.29189 eV
ΔE to the lowest compared entry with this formula, charge and spin   155.4 kJ/mol
Orbital gap   0.252 hartree
LUMO   -4.996 eV

```
! wB97M-V def2-TZVPD RIJCOSX def2/J DEFGRID3
* xyz 1 1
C -1.85900 -1.36106 2.48444
N -0.84878 -0.29808 2.40350
C -1.45990 1.02272 2.47659
N 0.01646 -0.43923 3.54878
C 1.35288 -0.23351 3.26818
O 1.79007 0.25393 2.23457
H -2.53760 -1.28155 1.62928
H -1.34730 -2.33001 2.44642
H -2.44800 -1.31603 3.41739
H -2.26695 1.07889 1.73334
H -1.86490 1.23142 3.48295
H -0.70178 1.77333 2.23447
H -0.15296 -1.31692 4.03942
H 1.98135 -0.56166 4.12266
C -4.20538 0.11650 -5.32862
O -3.65787 -0.73806 -4.29607
C -2.96034 -0.17900 -3.27515
C -2.41711 -1.06886 -2.31181
C -1.59811 -0.59592 -1.31755
C -1.23967 0.78658 -1.23626
C -0.25265 1.19938 -0.30290
C 0.48462 2.42418 -0.37013
C 1.21350 2.87175 0.77150
C 1.89841 4.06948 0.79373
C 1.93919 4.88436 -0.34078
C 2.69448 6.17223 -0.29820
C 1.28873 4.44667 -1.50296
C 0.59656 3.24464 -1.53937
C -1.92114 1.67670 -2.12695
C -2.72430 1.21206 -3.14984
H -4.84508 -0.56215 -5.89299
H -4.80266 0.94097 -4.91036
H -3.40846 0.50853 -5.97759
H -2.64665 -2.12715 -2.41079
H -1.17599 -1.28434 -0.58439
H 0.04163 0.46815 0.46051
H 1.25183 2.22557 1.64208
H 2.41749 4.38383 1.70132
H 2.40111 6.80824 -1.13458
H 2.49563 6.71022 0.63401
H 3.77922 6.01514 -0.34914
H 1.34139 5.07452 -2.39236
H 0.14782 2.90931 -2.47743
H -1.80663 2.75520 -2.01278
H -3.16964 1.89649 -3.87667
*
```